# 1
{
  "formula": "C6H16N2",
  "method": "ωB97M-V/def2-TZVPD",
  "elements": ["C", "N", "C", "C", "C", "N", "C", "C", "H", "H", "H", "H", "H", "H", "H", "H", "H", "H", "H", "H", "H", "H", "H", "H"],
  "xyz": [[-1.34, -0.45, 0.24], [-1.34, 0.93, -0.32], [-1.93, 1.04, -1.67], [-1.95, 1.90, 0.58], [0.07, -0.87, 0.63], [1.04, -0.55, -0.42], [2.38, -0.41, 0.11], [3.05, -1.76, 0.42], [-1.75, -1.08, -0.53], [-2.00, -0.46, 1.11], [-1.14, 1.35, -2.36], [-2.72, 1.79, -1.69], [-2.35, 0.10, -2.04], [-3.04, 1.77, 0.68], [-1.71, 2.91, 0.28], [-1.51, 1.75, 1.57], [0.32, -0.36, 1.57], [0.10, -1.94, 0.78], [0.77, 0.35, -0.80], [2.51, 0.26, 0.98], [3.01, 0.07, -0.61], [3.25, -2.25, -0.53], [2.36, -2.45, 0.92], [3.90, -1.63, 1.09]],
  "nbo_charge": [-0.219, -0.469, -0.413, -0.406, -0.226, -0.627, -0.215, -0.617, 0.190, 0.186, 0.195, 0.189, 0.190, 0.165, 0.200, 0.197, 0.158, 0.193, 0.373, 0.152, 0.189, 0.210, 0.198, 0.208],
  "homo_lumo_gap_ha": 0.3501,
  "lumo_energy_ev": 1.084,
  "smiles": "CCNCCN(C)C",
  "de_lowest_kj_mol": 129.6,
  "homo_energy_ev": -8.443
}

---

# 2
{
  "formula": "C6H16N2",
  "method": "ωB97M-V/def2-TZVPD",
  "elements": ["C", "N", "C", "C", "N", "C", "C", "C", "H", "H", "H", "H", "H", "H", "H", "H", "H", "H", "H", "H", "H", "H", "H", "H"],
  "xyz": [[0.55, -0.97, -0.12], [-0.23, 0.19, -0.53], [-1.52, -0.29, -0.83], [-2.24, 0.73, -1.77], [-2.91, 1.82, -1.01], [1.98, -0.56, 0.04], [2.19, -1.01, 2.56], [2.31, 0.06, 1.44], [0.18, -1.34, 0.88], [0.47, -1.85, -0.86], [-0.41, 1.01, 0.24], [-2.35, -0.61, -0.06], [-1.45, -1.30, -1.34], [-1.65, 1.18, -2.55], [-2.97, 0.08, -2.30], [-3.34, 2.48, -1.67], [-2.25, 2.27, -0.34], [2.61, -1.48, -0.05], [2.14, 0.13, -0.80], [2.56, -0.61, 3.46], [1.19, -1.27, 2.82], [2.83, -1.95, 2.35], [3.23, 0.56, 1.39], [1.59, 0.87, 1.55]],
  "nbo_charge": [-0.221, -0.639, -0.235, -0.222, -0.860, -0.404, -0.615, -0.394, 0.169, 0.203, 0.358, 0.178, 0.190, 0.175, 0.179, 0.365, 0.351, 0.195, 0.216, 0.210, 0.206, 0.203, 0.205, 0.186],
  "homo_lumo_gap_ha": 0.3646,
  "lumo_energy_ev": 1.078,
  "smiles": "CCCCNCCN",
  "de_lowest_kj_mol": 199.7,
  "homo_energy_ev": -8.844
}

---

# 3
{
  "formula": "C6H16N2",
  "method": "ωB97M-V/def2-TZVPD",
  "elements": ["C", "N", "C", "C", "C", "N", "C", "C", "H", "H", "H", "H", "H", "H", "H", "H", "H", "H", "H", "H", "H", "H", "H", "H"],
  "xyz": [[0.34, 0.69, 0.39], [-1.00, 0.52, -0.13], [-1.97, 1.57, 0.05], [-2.13, 2.55, -1.09], [1.24, -0.50, 0.04], [2.57, 0.04, 0.30], [0.67, -2.98, -0.12], [0.90, -1.78, 0.81], [0.23, 0.67, 1.49], [0.68, 1.70, 0.21], [-0.93, 0.29, -1.13], [-2.90, 1.03, 0.27], [-1.81, 1.98, 1.04], [-2.97, 3.21, -0.96], [-1.23, 3.16, -1.15], [-2.33, 2.01, -2.03], [1.22, -0.54, -1.06], [2.66, 0.37, 1.26], [3.34, -0.52, -0.03], [1.47, -3.10, -0.85], [0.70, -3.90, 0.46], [-0.28, -2.93, -0.64], [1.58, -1.95, 1.64], [-0.07, -1.59, 1.26]],
  "lowdin_spin": [0.093, 0.634, 0.077, 0.040, 0.000, 0.027, 0.000, 0.001, 0.023, 0.042, 0.015, 0.039, 0.001, 0.003, 0.002, 0.001, -0.001, 0.000, 0.001, 0.000, 0.000, 0.000, 0.000, 0.001],
  "s_squared": 0.75,
  "homo_lumo_gap_ha": [0.3789, 0.1852],
  "lumo_energy_ev": [-2.752, -7.892],
  "de_lowest_kj_mol": 90.2,
  "multiplicity": 2,
  "homo_energy_ev": [-13.061, -12.932],
  "total_charge": 1
}

---

# 4
{
  "formula": "C6H16N2O",
  "method": "ωB97M-V/def2-TZVPD",
  "elements": ["C", "C", "C", "N", "H", "H", "H", "H", "H", "H", "H", "H", "H", "C", "C", "N", "C", "O", "H", "H", "H", "H", "H", "H", "H"],
  "xyz": [[1.87, 0.08, 0.43], [2.29, -1.34, 0.79], [1.04, 0.72, 1.54], [1.08, 0.03, -0.81], [2.78, 0.69, 0.28], [1.60, -0.42, -1.55], [0.86, 0.98, -1.11], [2.93, -1.77, 0.02], [1.39, -1.96, 0.89], [2.83, -1.35, 1.73], [1.66, 0.91, 2.41], [0.52, 1.63, 1.16], [0.23, 0.06, 1.83], [-2.23, 1.69, -0.81], [-1.47, -0.66, -0.42], [-1.52, -1.03, -1.76], [-1.89, 0.52, 0.07], [-1.24, -1.75, 0.38], [-1.41, -1.51, 1.29], [-1.29, -0.27, -2.38], [-0.96, -1.85, -1.94], [-2.15, 0.60, 1.11], [-2.44, 2.57, -0.21], [-1.40, 1.93, -1.49], [-3.11, 1.50, -1.43]],
  "nbo_charge": [-0.042, -0.617, -0.606, -0.845, 0.157, 0.353, 0.354, 0.201, 0.220, 0.208, 0.208, 0.213, 0.198, -0.632, 0.539, -0.823, -0.440, -0.697, 0.484, 0.378, 0.383, 0.195, 0.217, 0.186, 0.205],
  "homo_lumo_gap_ha": 0.3046,
  "lumo_energy_ev": 0.925,
  "smiles": "C/C=C(\\N)O.CC(C)N",
  "de_lowest_kj_mol": 142.6,
  "homo_energy_ev": -7.364
}